C25H39O4PS3Sb2Ti | ωB97M-V/def2-TZVPD

Positions of all 75 atoms, in Å:
Ti (0.11862, -0.91380, -0.87170)
C (1.47422, -1.86150, 3.18920)
Sb (0.71062, -0.45220, 1.76020)
C (-0.99848, 0.21680, 2.88460)
C (2.12282, 1.20930, 2.08180)
C (1.35652, 2.28790, 2.74530)
C (1.26242, 2.27540, 4.13330)
C (0.46022, 3.17760, 4.80490)
C (-0.29048, 4.09540, 4.08650)
C (-0.18928, 4.13440, 2.70820)
C (0.64862, 3.25890, 2.01780)
C (0.79492, 3.39960, 0.54880)
Sb (-0.22498, 1.87610, -0.69530)
C (-1.14658, 3.18180, -2.15450)
C (1.49572, 1.42270, -1.96910)
H (1.45292, -1.36530, 4.16050)
H (2.50002, -2.14800, 2.94850)
H (0.85162, -2.75440, 3.22700)
H (-0.69448, 0.28300, 3.93000)
H (-1.81448, -0.50010, 2.78180)
H (-1.31548, 1.20380, 2.54260)
H (2.56482, 1.50560, 1.12850)
H (2.89992, 0.82580, 2.73940)
H (1.84972, 1.55850, 4.68610)
H (0.41692, 3.15750, 5.88090)
H (-0.94038, 4.78770, 4.59700)
H (-0.75248, 4.86940, 2.15180)
H (1.83672, 3.37770, 0.23520)
H (0.34802, 4.33040, 0.21580)
H (-0.50208, 4.05400, -2.25830)
H (-2.12888, 3.49930, -1.80830)
H (-1.24118, 2.66800, -3.11330)
H (1.86332, 2.34970, -2.41790)
H (1.18262, 0.74810, -2.78250)
H (2.31212, 0.96900, -1.39060)
O (8.23832, -1.73450, -1.84920)
C (7.30172, -0.99530, -1.27160)
O (7.55012, -0.05600, -0.57140)
C (5.86462, -1.39050, -1.51310)
C (5.40022, -2.00590, -2.67210)
C (4.04962, -2.26870, -2.82430)
C (3.16042, -1.92610, -1.80790)
S (1.45642, -2.32230, -2.01610)
C (3.62752, -1.33880, -0.63070)
C (4.97022, -1.06460, -0.49430)
H (7.91042, -2.49580, -2.34770)
H (6.07152, -2.26110, -3.48140)
H (3.67642, -2.75210, -3.71580)
H (2.94242, -1.14000, 0.19800)
H (5.36412, -0.60590, 0.40070)
C (-4.41738, -4.21060, -1.14660)
C (-4.23768, -3.09050, -2.15170)
C (-3.19458, -3.36080, -3.21560)
O (-3.89738, -1.86820, -1.40970)
P (-2.47938, -1.36390, -1.04440)
S (-1.43788, -0.51370, -2.60910)
S (-1.25178, -2.66240, -0.04490)
O (-2.66328, -0.21220, 0.03270)
C (-3.78758, 0.75180, 0.11550)
C (-4.27038, 1.14550, -1.26300)
C (-4.87888, 0.16770, 0.98410)
H (-4.69748, -5.12180, -1.66670)
H (-5.20088, -3.96140, -0.43370)
H (-3.48938, -4.38650, -0.60430)
H (-5.19208, -2.83160, -2.62160)
H (-2.21018, -3.53080, -2.76580)
H (-3.13808, -2.51860, -3.90510)
H (-3.46798, -4.24630, -3.78110)
H (-3.30988, 1.60650, 0.61730)
H (-4.86168, 0.34830, -1.70640)
H (-3.43068, 1.37170, -1.91780)
H (-4.89628, 2.02890, -1.18530)
H (-5.34018, -0.68380, 0.48980)
H (-5.63658, 0.92560, 1.16270)
H (-4.48098, -0.15310, 1.94310)

ΔE to the lowest compared entry with this formula, charge and spin = 231.9 kJ/mol
HOMO level = -0.5033 hartree
LUMO energy = -7.6 eV
E_tot = -112720.7253 eV
HOMO-LUMO gap = 6.049 eV
Maximum force = 1.76 eV Å⁻¹
Total charge = +2

C7H19F3O7Zr | ωB97M-V/def2-TZVPD

Positions of all 37 atoms, in Å:
Zr (0.82788, 0.63571, -1.23588)
C (-0.16354, 1.95744, -5.83507)
O (0.13289, 1.51505, -4.51757)
H (-0.76886, 2.86353, -5.86095)
H (0.69462, 2.06978, -6.49768)
H (-0.88916, 1.27125, -6.27180)
C (-3.30273, 2.60662, -0.05718)
O (-1.99886, 2.20724, -0.11072)
H (-3.40997, 3.68925, -0.12427)
H (-3.91169, 2.22330, -0.87594)
H (-3.85811, 2.22618, 0.80011)
C (-1.30058, -3.36228, -2.49876)
O (-0.35025, -2.52805, -1.99125)
H (-0.88097, -3.94393, -3.31956)
H (-1.75360, -4.03321, -1.76888)
H (-2.05182, -2.79329, -3.04646)
C (1.54229, -0.73779, 3.02789)
O (0.15783, -0.90939, 2.70965)
O (1.96699, -0.35246, 1.79252)
C (1.84502, 0.26193, 4.22931)
F (1.05649, 1.36246, 3.92242)
F (1.37125, -0.18859, 5.38216)
F (3.14066, 0.57188, 4.39198)
C (-0.48262, -1.81142, 3.61203)
C (-1.99286, -2.01353, 3.25532)
H (-2.52304, -2.17132, 4.19453)
H (-2.38134, -1.12294, 2.76135)
H (-1.96359, -2.87448, 2.58747)
H (-0.55287, -1.31690, 4.58084)
H (-0.16639, -2.82763, 3.84744)
H (1.98732, -1.71210, 3.22982)
O (3.61531, -0.26356, -2.48829)
H (3.89909, -1.17770, -2.49419)
H (4.41863, 0.23801, -2.62732)
O (2.44980, 3.17288, -0.83747)
H (2.36399, 3.84165, -1.51689)
H (3.23280, 3.42641, -0.34872)

ΔE to the lowest compared entry with this formula, charge and spin = 2180.1 kJ/mol
HOMO level = -0.2930 hartree
LUMO energy = -4.7 eV
E_tot = -31313.7721 eV
HOMO-LUMO gap = 3.261 eV
Maximum force = 3.53 eV Å⁻¹
Total charge = 0

C21H22N2O4 | ωB97M-V/def2-TZVPD

Positions of all 49 atoms, in Å:
C (-3.20250, -4.95810, -0.17488)
C (-2.42446, -4.06242, 0.78187)
C (-2.89499, -2.60899, 0.76364)
C (-2.60784, -1.90883, -0.57140)
C (-2.98003, -0.46027, -0.49146)
C (-4.19665, -0.08317, -0.95389)
C (-4.68301, 1.27401, -0.91661)
O (-5.76670, 1.64933, -1.29195)
O (-3.81584, 2.20572, -0.40911)
C (-2.59381, 1.87657, 0.05622)
C (-1.83124, 2.94412, 0.52455)
C (-0.56702, 2.72523, 1.02513)
C (0.28490, 3.85120, 1.51970)
C (-0.07863, 1.42027, 1.07059)
C (-0.81830, 0.34667, 0.61145)
O (-0.37533, -0.93970, 0.68750)
C (0.93486, -1.19941, 1.10413)
C (1.97622, -0.64747, 0.11430)
O (1.67034, -0.20239, -0.96271)
N (3.24490, -0.73978, 0.60440)
C (4.44050, -0.36202, -0.01765)
C (4.50524, 0.24106, -1.27122)
C (5.75122, 0.57341, -1.77581)
C (6.87981, 0.29677, -1.01943)
N (6.82225, -0.27454, 0.17235)
C (5.64134, -0.59359, 0.65744)
C (-2.11468, 0.55252, 0.07142)
H (-3.02880, -4.67140, -1.20855)
H (-2.89434, -5.99453, -0.05620)
H (-4.26933, -4.89367, 0.02755)
H (-1.36208, -4.09860, 0.53021)
H (-2.53806, -4.44930, 1.79768)
H (-2.38995, -2.06453, 1.56289)
H (-3.96896, -2.57074, 0.96020)
H (-1.55487, -2.01763, -0.82229)
H (-3.20528, -2.37522, -1.35534)
H (-4.87535, -0.80116, -1.38733)
H (-2.25736, 3.93294, 0.47550)
H (0.55482, 3.69485, 2.56331)
H (1.20658, 3.90525, 0.94185)
H (-0.23755, 4.79916, 1.43258)
H (0.91432, 1.27267, 1.46570)
H (1.01217, -2.29216, 1.11875)
H (1.12243, -0.82007, 2.11896)
H (3.36649, -1.16078, 1.51594)
H (3.60483, 0.43914, -1.82866)
H (5.83866, 1.04106, -2.74374)
H (7.87212, 0.53896, -1.37349)
H (5.64434, -1.05955, 1.63634)

ΔE to the lowest compared entry with this formula, charge and spin = 153.1 kJ/mol
HOMO level = -0.3133 hartree
LUMO energy = 0.1 eV
E_tot = -33304.8316 eV
HOMO-LUMO gap = 8.674 eV
Maximum force = 0.90 eV Å⁻¹
Total charge = 0
SMILES = CCCCc1cc(=O)oc2cc(C)cc(OCC(=O)Nc3cccnc3)c12

C4H7NO2 | ωB97M-V/def2-TZVPD

Positions of all 14 atoms, in Å:
N (-0.72238, -0.14124, 2.30165)
C (-0.30217, 0.02680, 0.99665)
C (-1.07453, -0.04106, -0.23148)
C (-0.18796, 1.17515, -0.06882)
O (0.93885, 0.44210, 0.63291)
H (-0.01628, -0.07917, 3.01942)
H (-1.41711, -0.85825, 2.44650)
H (-2.13647, 0.14966, -0.05583)
H (-0.86521, -0.74641, -1.03054)
H (-0.49827, 2.12380, 0.33680)
C (1.57485, -0.51163, -2.08349)
O (0.81019, -0.66254, -3.00418)
H (1.61856, -1.21776, -1.23366)
H (2.27793, 0.34057, -2.02593)

ΔE to the lowest compared entry with this formula, charge and spin = 512.7 kJ/mol
HOMO level = -0.2819 hartree
LUMO energy = 0.8 eV
E_tot = -9841.9664 eV
HOMO-LUMO gap = 8.478 eV
Maximum force = 0.84 eV Å⁻¹
Total charge = 0
SMILES = N[C@]12C[C@@H]1O2.C=O